# 1
A molecular structure, C43H58F3N2OP2PbSSbSe4Si at a distorted geometry. Source: the Open Molecules 2025 dataset; level of theory: ωB97M-V/def2-TZVPD.

Properties
Net charge = -2
Molar mass = 1442.84 g/mol
E_tot = -13567.03018 hartree

Each line ends with the Löwdin charge.
Geometry (Å):
Pb -1.81 0.34 -0.44  0.84
C -2.02 -0.43 3.39  -0.24
Si -0.81 0.14 2.00  0.54
C 0.58 -1.15 2.40  -0.25
C 1.09 -1.15 3.70  -0.12
C 1.68 -2.26 4.28  -0.09
C 1.70 -3.46 3.59  -0.09
C 1.28 -3.47 2.27  -0.12
C 0.80 -2.32 1.64  -0.26
P 0.57 -2.39 -0.18  0.95
C 1.86 -3.34 -1.14  -0.31
C 3.07 -2.48 -1.55  -0.19
C 4.20 -2.47 -0.52  -0.20
C 4.69 -3.88 -0.24  -0.21
C 3.53 -4.70 0.31  -0.21
C 2.35 -4.73 -0.68  -0.18
C -1.06 -3.23 -0.37  -0.36
C -1.23 -4.64 0.21  -0.20
C -2.63 -5.14 -0.14  -0.19
C -2.80 -5.33 -1.66  -0.19
C -1.75 -4.54 -2.45  -0.22
C -1.56 -3.15 -1.84  -0.21
C -0.30 1.89 2.66  -0.29
C -0.30 2.18 4.03  -0.12
C -0.15 3.47 4.50  -0.10
C -0.01 4.53 3.61  -0.10
C 0.02 4.26 2.25  -0.11
C -0.11 2.96 1.76  -0.37
P 0.07 2.57 -0.03  1.05
C -0.58 4.12 -0.89  -0.42
C -1.38 3.65 -2.12  -0.25
C -0.44 3.14 -3.20  -0.23
C 0.48 4.26 -3.67  -0.20
C 1.27 4.85 -2.49  -0.20
C 0.35 5.25 -1.34  -0.21
C 1.95 2.45 -0.13  -0.40
C 2.76 3.65 0.37  -0.20
C 4.26 3.42 0.15  -0.20
C 4.73 2.16 0.87  -0.21
C 3.91 0.96 0.40  -0.19
C 2.41 1.21 0.62  -0.22
H -1.50 -0.75 4.30  0.01
H -2.63 -1.26 3.04  0.00
H -2.70 0.38 3.66  0.03
H 1.01 -0.24 4.29  0.09
H 2.07 -2.21 5.29  0.10
H 2.06 -4.37 4.05  0.10
H 1.29 -4.40 1.72  0.09
H 1.25 -3.49 -2.04  0.11
H 2.77 -1.45 -1.75  0.06
H 3.46 -2.88 -2.49  0.13
H 3.83 -2.01 0.41  0.10
H 5.01 -1.84 -0.89  0.11
H 5.52 -3.87 0.48  0.10
H 5.06 -4.33 -1.17  0.11
H 3.22 -4.23 1.24  0.08
H 3.84 -5.72 0.53  0.11
H 1.53 -5.32 -0.27  0.08
H 2.69 -5.24 -1.58  0.12
H -1.68 -2.57 0.24  0.07
H -1.09 -4.62 1.29  0.10
H -0.49 -5.33 -0.21  0.09
H -3.35 -4.41 0.23  0.11
H -2.83 -6.08 0.39  0.10
H -3.79 -5.00 -1.96  0.11
H -2.72 -6.39 -1.93  0.10
H -2.05 -4.42 -3.49  0.02
H -0.79 -5.07 -2.47  0.11
H -2.51 -2.62 -1.88  0.10
H -0.87 -2.58 -2.47  0.02
H -0.46 1.38 4.74  0.08
H -0.16 3.67 5.57  0.09
H 0.09 5.54 3.97  0.09
H 0.14 5.09 1.56  0.09
H -1.27 4.52 -0.14  0.09
H -1.97 4.50 -2.50  0.12
H -2.10 2.87 -1.85  0.04
H -1.02 2.74 -4.03  0.08
H 0.16 2.32 -2.80  0.06
H -0.11 5.05 -4.15  0.11
H 1.18 3.87 -4.41  0.09
H 1.84 5.72 -2.82  0.11
H 1.99 4.10 -2.15  0.09
H -0.30 6.07 -1.68  0.11
H 0.93 5.65 -0.50  0.08
H 2.15 2.28 -1.20  0.10
H 2.57 3.79 1.43  0.11
H 2.48 4.58 -0.14  0.08
H 4.82 4.29 0.52  0.10
H 4.46 3.32 -0.92  0.12
H 4.60 2.29 1.95  0.11
H 5.79 1.99 0.68  0.10
H 4.21 0.06 0.95  0.09
H 4.08 0.78 -0.66  0.12
H 2.23 1.33 1.69  0.11
H 1.85 0.34 0.29  0.06
F -8.46 0.60 0.15  0.09
C -7.25 0.02 0.40  -0.59
F -7.37 -0.57 1.62  0.11
F -7.12 -0.96 -0.50  0.13
C -6.16 1.05 0.38  -0.13
C -6.51 2.38 0.43  -0.02
C -5.53 3.36 0.41  -0.07
C -4.22 2.95 0.33  -0.14
N -3.85 1.67 0.31  -0.09
C -4.78 0.68 0.35  -0.73
S -4.20 -0.92 0.41  0.55
H -7.56 2.65 0.47  0.11
H -5.78 4.41 0.44  0.09
H -3.41 3.68 0.27  0.10
O 1.02 -0.24 -1.73  -0.71
N 0.34 -0.90 -0.72  -0.48
Se -1.56 -2.78 -5.67  -0.33
Sb -1.51 -0.33 -5.33  0.06
Se 0.68 -0.73 -3.58  0.14
Se -3.33 0.28 -3.78  -0.38
Se 2.12 0.67 -4.51  -0.09

---

# 2
A single C10H18BNO molecule at a distorted geometry. Source: the Open Molecules 2025 dataset; level of theory: ωB97M-V/def2-TZVPD.

Properties
Net charge = 0
Molar mass = 179.07 g/mol
E_tot = -546.54682 hartree
Relative energy (zero: lowest compared OMol25 entry of this formula, charge and spin) = 4.884 eV

Each line ends with the Löwdin charge.
Geometry (Å):
B 3.69 -0.11 -0.17  -0.69
C 0.94 -0.10 -1.64  -0.08
C 0.43 1.23 -0.98  -0.09
C 0.45 -1.03 -0.51  -0.17
C 1.50 -0.79 0.72  -0.33
C 1.03 0.45 1.15  0.14
C -0.17 0.88 0.44  -0.42
C -0.93 -0.50 -0.02  -0.39
C -1.07 1.88 1.07  -0.01
C -1.95 -0.15 -1.05  -0.03
C -1.46 -1.21 1.32  0.00
N 2.82 -1.18 0.51  0.13
O 3.80 1.12 0.01  0.05
H 4.25 -0.75 -1.06  0.09
H 0.27 -0.27 -2.56  0.15
H 1.99 -0.08 -1.61  0.06
H 1.41 1.79 -0.81  0.14
H -0.22 1.64 -1.71  0.09
H 0.42 -2.03 -0.92  0.14
H 1.28 -1.51 1.50  0.18
H 1.54 1.21 1.73  0.15
H -1.55 1.37 1.97  0.10
H -1.83 2.14 0.29  0.10
H -0.47 2.73 1.33  0.09
H -1.73 0.82 -1.55  0.09
H -2.85 0.00 -0.44  0.09
H -2.06 -1.06 -1.63  0.10
H -0.45 -1.41 1.83  0.08
H -1.94 -2.17 1.15  0.07
H -2.21 -0.59 1.88  0.09
H 2.83 -2.09 0.24  0.07

---

# 3
A single C3H10O3P2 molecule at a distorted geometry. Source: the Open Molecules 2025 dataset; level of theory: ωB97M-V/def2-TZVPD.

Properties
Net charge = 0
Molar mass = 156.06 g/mol
E_tot = -1028.50501 hartree
Relative energy (zero: lowest compared OMol25 entry of this formula, charge and spin) = 9.943 eV

Each line ends with the Löwdin charge.
Geometry (Å):
C 2.15 0.79 -0.37  -0.37
C 1.73 -0.70 -0.41  -0.45
C -2.21 0.14 0.74  -0.80
O 1.15 1.64 -0.64  -0.13
O 2.48 -1.65 0.28  -0.05
O -2.52 1.36 1.13  -0.18
P -3.06 -0.38 -0.78  0.70
P -0.24 -0.30 0.35  0.91
H 2.36 0.90 0.74  0.13
H 3.04 1.13 -0.81  0.10
H 1.59 -1.03 -1.48  0.12
H 0.62 1.52 -1.48  0.13
H 2.43 -1.45 1.22  0.09
H -3.02 2.03 0.42  0.17
H -2.14 -1.41 -0.92  -0.16
H -4.13 -1.23 -0.23  -0.09
H -0.46 -1.58 0.81  -0.04
H 0.22 0.22 1.43  -0.07

---

# 4
A single C3H4O3 molecule. Source: the Open Molecules 2025 dataset; level of theory: ωB97M-V/def2-TZVPD.

Properties
Net charge = 0
Molar mass = 88.06 g/mol
E_tot = -342.27340 hartree
Relative energy (zero: lowest compared OMol25 entry of this formula, charge and spin) = 4.967 eV

Each line ends with the Löwdin charge.
Geometry (Å):
O 0.18 -1.48 -1.62  0.06
C -0.30 -0.70 -0.61  -0.33
C 0.28 0.57 -0.22  -0.29
O -0.93 0.55 -0.91  0.08
C -0.43 0.35 1.98  0.11
O 0.27 1.05 1.12  -0.07
H 0.89 -1.02 -2.08  0.11
H -0.84 -1.28 0.14  0.14
H 1.12 1.04 -0.73  0.17
H -0.25 0.92 2.93  0.03

---

# 5
15 unconnected molecules or ions with the total composition C5H42N2O14 at a distorted geometry. Source: the Open Molecules 2025 dataset; level of theory: ωB97M-V/def2-TZVPD.

Properties
Net charge = 0
Molar mass = 354.39 g/mol
E_tot = -1378.53496 hartree
Relative energy (zero: lowest compared OMol25 entry of this formula, charge and spin) = 2.987 eV

Each line ends with the Löwdin charge.
Geometry (Å):
N 1.17 0.16 1.80  0.07
C 1.50 -0.75 0.72  -0.41
C 2.17 -2.02 1.21  -0.07
C 0.25 -1.26 -0.06  -0.17
N 0.56 -1.40 -1.51  -0.06
C -0.70 -1.82 -2.24  -0.25
C -0.42 -3.23 -2.76  -0.09
H 0.39 -0.19 2.27  0.05
H 1.95 0.19 2.43  0.07
H 2.08 -0.22 -0.02  0.09
H 1.55 -2.65 1.86  0.09
H 3.07 -1.78 1.74  0.04
H 2.43 -2.69 0.41  0.05
H -0.02 -2.23 0.33  0.11
H -0.64 -0.62 -0.09  0.10
H 0.94 -0.55 -1.85  0.06
H -1.15 -1.15 -2.95  0.09
H -1.43 -1.90 -1.45  0.08
H 0.15 -3.81 -2.08  0.05
H -1.41 -3.59 -3.03  0.07
H 0.20 -3.19 -3.66  0.07
H 3.57 -0.38 -1.11  0.01
H 4.85 -1.00 -1.51  0.07
O 4.47 -0.16 -1.30  -0.02
H -0.60 1.02 -2.24  0.02
H 1.00 1.47 -2.56  -0.01
O 0.06 1.48 -2.81  -0.09
H 2.80 1.75 -1.04  0.05
H 3.39 1.21 -2.31  0.05
O 2.52 1.47 -1.98  -0.08
H -0.54 4.08 -2.12  0.07
H -1.16 2.88 -2.43  0.03
O -1.40 3.68 -1.90  -0.07
H -2.21 2.52 1.55  0.08
H -3.09 3.63 1.48  0.04
O -3.20 2.71 1.64  -0.06
H -3.05 0.55 -2.36  0.04
H -3.10 0.33 -0.93  0.01
O -2.44 0.40 -1.67  -0.06
H 3.64 2.43 1.17  0.08
H 2.18 2.39 0.79  0.02
O 3.01 2.72 0.47  -0.04
H 2.61 -4.10 -1.37  0.07
H 2.18 -2.68 -1.90  -0.01
O 2.96 -3.22 -1.70  -0.11
H -3.97 -0.29 4.28  0.01
H -2.95 -1.51 4.04  0.05
O -3.91 -1.27 4.21  -0.12
H -3.49 2.01 4.55  0.07
H -3.13 1.80 3.04  -0.01
O -3.37 1.33 3.86  -0.07
H 5.18 -1.10 1.39  0.03
H 4.77 -0.05 0.44  -0.02
O 4.68 -0.31 1.36  -0.05
H -2.49 -1.21 1.34  0.04
H -3.22 -2.02 2.35  0.02
O -3.38 -1.53 1.54  -0.04
H -1.18 3.96 -0.29  0.00
H -0.46 4.64 0.96  0.05
O -0.96 3.88 0.67  -0.08
H -4.46 -0.37 0.42  0.05
H -4.25 1.01 0.88  0.03
O -4.46 0.55 0.06  -0.06

---

# 6
A single C4H8O2 molecule. Source: the Open Molecules 2025 dataset; level of theory: ωB97M-V/def2-TZVPD.

Properties
Net charge = 0
Molar mass = 88.11 g/mol
E_tot = -307.64263 hartree
Relative energy (zero: lowest compared OMol25 entry of this formula, charge and spin) = 1.900 eV

Each line ends with the Löwdin charge.
Geometry (Å):
C 1.53 0.60 0.12  -0.03
C 0.66 -0.63 -0.04  -0.31
O -0.01 -1.03 1.19  -0.08
C -1.24 -0.46 0.74  -0.14
C -0.72 -0.37 -0.70  -0.31
O -0.94 0.82 -1.41  -0.01
H 0.95 1.46 0.48  0.08
H 2.33 0.41 0.84  0.08
H 1.97 0.88 -0.84  0.09
H 1.23 -1.48 -0.43  0.14
H -1.39 0.55 1.16  0.12
H -2.12 -1.07 0.95  0.12
H -1.03 -1.20 -1.33  0.15
H -1.28 1.47 -0.79  0.09

---

# 7
A single C7H9NO2 molecule at a distorted geometry. Source: the Open Molecules 2025 dataset; level of theory: ωB97M-V/def2-TZVPD.

Properties
Net charge = 0
Molar mass = 139.15 g/mol
E_tot = -477.33192 hartree
Relative energy (zero: lowest compared OMol25 entry of this formula, charge and spin) = 1.632 eV

Each line ends with the Löwdin charge.
Geometry (Å):
C 1.15 -0.67 -0.13  -0.24
C -0.23 -0.75 -0.43  0.00
C -1.07 0.30 -0.29  -0.21
C -2.63 0.03 -0.33  -0.21
C -0.56 1.57 -0.02  -0.04
C 0.84 1.73 0.12  0.00
C 1.69 0.60 0.08  -0.30
H 2.51 -2.27 -0.52  0.08
H 1.94 -2.29 0.85  0.09
H -0.62 -1.67 -0.85  0.12
H -3.20 0.86 -0.65  0.09
H -2.87 -0.63 -1.10  0.09
H -2.47 -0.43 1.54  0.07
H -1.21 2.47 -0.10  0.12
H 1.32 2.78 0.17  0.14
H 3.41 -0.15 0.37  0.08
N 2.12 -1.64 0.12  0.07
O -3.10 -0.54 0.85  -0.03
O 2.99 0.70 0.32  0.07

---

# 8
A single C5H8O molecule. Source: the Open Molecules 2025 dataset; level of theory: ωB97M-V/def2-TZVPD.

Properties
Net charge = 0
Molar mass = 84.12 g/mol
E_tot = -270.31730 hartree
Relative energy (zero: lowest compared OMol25 entry of this formula, charge and spin) = 6.547 eV

Each line ends with the Löwdin charge.
Geometry (Å):
C -0.74 -1.36 -1.01  -0.06
C -0.29 0.02 -0.68  -0.08
C -0.72 0.74 0.61  -0.12
C 0.68 0.71 1.16  -0.39
O 1.19 -0.49 0.53  -0.14
C 1.61 1.00 0.04  -0.02
H -0.84 -1.98 -0.11  0.09
H -0.03 -1.83 -1.70  0.09
H -1.71 -1.29 -1.52  0.10
H -0.14 0.66 -1.55  0.11
H -1.44 0.14 1.18  0.12
H -1.12 1.74 0.44  0.12
H 0.92 0.81 2.22  0.14
H 2.64 1.14 0.40  0.04

---

# 9
A single C4H7N3 molecule. Source: the Open Molecules 2025 dataset; level of theory: ωB97M-V/def2-TZVPD.

Properties
Net charge = 0
Molar mass = 97.12 g/mol
E_tot = -320.86398 hartree
Relative energy (zero: lowest compared OMol25 entry of this formula, charge and spin) = 0.526 eV

Each line ends with the Löwdin charge.
Geometry (Å):
C -1.07 0.81 1.81  -0.11
N -1.13 -0.28 0.87  -0.04
C -0.18 -0.40 -0.14  -0.39
N 0.16 -1.60 -0.60  0.06
N 1.09 -1.34 -1.55  -0.06
C 1.32 -0.02 -1.72  -0.12
C 0.54 0.62 -0.81  -0.04
H -0.51 1.64 1.36  0.07
H -2.07 1.18 2.03  0.08
H -0.57 0.57 2.76  0.08
H -1.49 -1.16 1.22  0.12
H 1.35 -2.07 -2.19  0.14
H 2.08 0.35 -2.39  0.11
H 0.48 1.70 -0.65  0.09

---

# 10
4 unconnected molecules or ions with the total composition H8O4 at a distorted geometry. Source: the Open Molecules 2025 dataset; level of theory: ωB97M-V/def2-TZVPD.

Properties
Expectation value of S² = 0.750
Net charge = -1
Molar mass = 72.06 g/mol
E_tot = -305.71620 hartree
Spin multiplicity = 2
Relative energy (zero: lowest compared OMol25 entry of this formula, charge and spin) = 0.500 eV

Each line ends with the Löwdin charge.
Geometry (Å):
O 0.67 0.64 -1.08  -0.14
H 0.01 -0.04 -0.94  -0.03
H 0.25 1.27 -1.66  0.00
O 2.35 0.26 1.10  -0.19
H 1.66 0.38 0.45  -0.06
H 2.05 -0.49 1.63  -0.03
O -1.89 1.38 0.67  -0.15
H -1.09 1.46 1.20  -0.01
H -1.89 2.15 0.11  -0.01
O -0.96 -2.05 -0.56  -0.28
H -0.13 -2.01 -0.10  -0.07
H -1.04 -2.97 -0.82  -0.03

---

# 11
A molecular structure, C26H17N5O4Zn. Source: the Open Molecules 2025 dataset; level of theory: ωB97M-V/def2-TZVPD.

Properties
Net charge = 0
Molar mass = 528.84 g/mol
E_tot = -3355.06361 hartree

Each line ends with the Löwdin charge.
Geometry (Å):
Zn -0.92 0.43 0.01  0.69
O -1.43 2.31 0.05  -0.16
C -1.33 3.06 1.11  -0.35
C -1.32 4.47 0.93  -0.03
C -1.21 5.34 1.99  -0.10
C -1.13 4.87 3.31  -0.12
C -1.16 3.51 3.51  -0.07
C -1.25 2.59 2.46  -0.15
C -1.33 1.18 2.83  -0.07
N -1.26 0.24 1.98  -0.08
N -1.44 -1.07 2.39  0.07
C -1.55 -1.85 1.34  -0.45
O -1.51 -1.47 0.10  -0.12
C -1.79 -3.29 1.61  -0.15
C -2.23 -4.12 0.57  -0.03
C -2.46 -5.46 0.80  -0.09
C -2.24 -6.00 2.06  -0.10
C -1.80 -5.19 3.09  -0.09
C -1.57 -3.84 2.87  -0.04
H -1.39 4.83 -0.08  0.11
H -1.19 6.41 1.80  0.10
H -1.05 5.56 4.14  0.09
H -1.12 3.12 4.53  0.11
H -1.50 0.93 3.88  0.13
H -2.39 -3.68 -0.41  0.11
H -2.82 -6.10 -0.01  0.10
H -2.42 -7.06 2.24  0.10
H -1.62 -5.60 4.08  0.10
H -1.24 -3.19 3.66  0.10
O 5.74 0.33 -2.65  0.08
N 4.88 0.34 -3.51  -0.33
O 5.10 0.34 -4.70  0.09
C 3.46 0.36 -3.07  -0.05
C 2.54 0.38 -4.06  0.08
C 1.15 0.40 -3.77  -0.12
C 0.17 0.42 -4.78  0.02
C -1.15 0.44 -4.43  -0.02
C -1.49 0.43 -3.07  -0.06
N -0.58 0.41 -2.11  0.09
C 0.72 0.39 -2.45  -0.11
C 1.71 0.38 -1.38  -0.11
N 1.23 0.38 -0.12  0.10
C 2.07 0.36 0.89  -0.07
C 3.45 0.33 0.71  -0.01
C 3.96 0.33 -0.57  0.03
C 3.08 0.36 -1.67  -0.05
H 2.88 0.38 -5.09  0.13
H 0.47 0.42 -5.82  0.13
H -1.94 0.46 -5.17  0.11
H -2.52 0.45 -2.75  0.13
H 1.62 0.36 1.88  0.12
H 4.11 0.32 1.56  0.12
H 5.02 0.32 -0.72  0.11

---

# 12
A single C22H27N3O2 molecule. Source: the Open Molecules 2025 dataset; level of theory: ωB97M-V/def2-TZVPD.

Properties
Net charge = 0
Molar mass = 365.48 g/mol
E_tot = -1169.30903 hartree
Relative energy (zero: lowest compared OMol25 entry of this formula, charge and spin) = 1.211 eV

Each line ends with the Löwdin charge.
Geometry (Å):
C -6.14 -1.12 0.45  -0.08
H -6.31 -2.13 0.82  0.08
H -6.59 -1.04 -0.53  0.08
C -4.64 -0.83 0.39  -0.42
C -4.01 -1.03 1.76  -0.07
H -2.94 -0.85 1.74  0.05
H -4.17 -2.06 2.10  0.08
H -4.47 -0.36 2.49  0.08
C -4.41 0.60 -0.14  -0.09
C -2.98 0.81 -0.61  -0.48
O -2.63 0.58 -1.74  0.09
N -2.14 1.27 0.37  0.12
C -0.84 1.77 0.15  -0.16
C -0.53 3.01 0.69  -0.03
C 0.68 3.63 0.43  -0.10
C 1.58 3.00 -0.41  -0.10
C 1.31 1.75 -0.92  -0.02
C 0.12 1.07 -0.62  -0.16
N -0.12 -0.21 -1.06  -0.10
C -0.65 -1.21 -0.15  -0.12
C 0.37 -2.36 0.01  -0.10
N 1.70 -1.84 -0.23  -0.05
C 2.35 -1.27 0.82  -0.42
O 1.91 -1.32 1.95  0.08
C 3.67 -0.62 0.52  -0.16
C 4.69 -1.31 -0.12  -0.04
C 5.91 -0.70 -0.32  -0.08
C 6.12 0.60 0.10  -0.09
C 5.11 1.28 0.75  -0.07
C 3.89 0.67 0.98  -0.03
H 3.09 1.19 1.49  0.12
H 5.27 2.30 1.09  0.10
H 7.07 1.08 -0.07  0.10
H 6.70 -1.24 -0.82  0.10
H 4.53 -2.33 -0.44  0.12
C 1.91 -1.49 -1.62  -0.12
H 2.11 -2.40 -2.20  0.12
C 0.63 -0.79 -2.14  -0.12
H 0.87 -0.02 -2.87  0.13
H -0.02 -1.52 -2.63  0.13
H 2.78 -0.84 -1.70  0.10
H 0.18 -3.16 -0.71  0.12
H 0.33 -2.76 1.02  0.12
H -0.80 -0.74 0.83  0.12
H -1.60 -1.60 -0.52  0.12
H 2.05 1.27 -1.54  0.10
H 2.52 3.48 -0.66  0.10
H 0.90 4.59 0.86  0.10
H -1.27 3.51 1.30  0.11
H -2.57 1.60 1.22  0.14
H -4.68 1.32 0.64  0.12
H -5.05 0.76 -1.01  0.12
H -4.18 -1.53 -0.32  0.13
H -6.63 -0.42 1.12  0.08